Density functional theory data (wB97M-V/def2-TZVPD) for an isolated ion of composition C5H9N2O4 and charge -1 in a non-equilibrium geometry.

Structure (SMILES) ... NN1CCOC[C@@]1(O)C(=O)[O-]
E_tot ... -606.360635 a.u.
Energy relative to the best compared isomer or geometry (same formula, charge and spin) ... 44.8 kcal/mol
Orbital gap ... 8.0 eV
LUMO ... 3.7 eV
Net charge ... -1

```
20
C5H9N2O4 wB97M-V/def2-TZVPD
C 2.168 0.172 0.283
C -1.450 -0.692 -0.044
C -1.979 0.619 0.548
C 0.080 1.843 -0.052
C 0.740 0.178 -0.301
N -0.003 -0.786 0.364
N 0.370 -2.123 -0.116
O 3.044 0.044 -0.548
O 2.279 0.159 1.516
O -1.329 1.670 -0.169
O 0.759 0.108 -1.682
H -1.978 -1.502 0.328
H -1.547 -0.735 -1.159
H -3.052 0.902 0.455
H -1.644 0.822 1.675
H 0.398 2.192 0.899
H 0.468 2.187 -0.892
H -0.302 -2.659 0.369
H 1.214 -2.380 0.364
H 1.765 -0.020 -1.837
```